Here is a 2-piece molecular cluster, C5H12N2O overall from the OMol25 dataset. Energies are from ωB97M-V/def2-TZVPD.

Each line ends with the natural charge from an NBO analysis.
Positions of all 20 atoms, in Å:
C 0.88 -1.62 -0.07  0.334
N 0.76 -2.42 -1.13  -0.730
C 0.62 -1.92 -2.48  -0.775
O 1.00 -0.40 -0.12  -0.706
H 0.71 -2.17 0.87  0.094
H 0.71 -3.41 -0.95  0.297
H -0.24 -1.25 -2.52  0.183
H 0.49 -2.76 -3.16  0.156
H 1.49 -1.32 -2.76  0.186
C 0.75 1.57 2.06  -0.602
C -0.28 1.94 0.99  -0.252
C -2.37 1.14 0.29  -0.079
N -1.52 1.19 1.22  -0.390
H 1.74 1.90 1.72  0.204
H 0.44 2.05 2.98  0.183
H 0.79 0.50 2.20  0.230
H 0.06 1.82 -0.03  0.206
H -0.53 3.00 1.13  0.170
H -2.24 1.61 -0.69  0.131
H -3.28 0.56 0.45  0.157

Properties
Energy relative to the best compared isomer or geometry (same formula, charge and spin)   116.1 kJ/mol
Highest occupied orbital energy (alpha / beta)   1.1 / -5.9 eV
Charge   -1
F_max   0.0185 Eh/bohr
⟨S²⟩   0.7503
2S+1   2